# 1
97
Properties=species:S:1:pos:R:3:forces:R:3 method="wB97M-V/def2-TZVPD" fmax_ha_per_bohr=0.007 total_charge=+2 energy_ha=-3543.786621 homo_ha="-0.496 / -0.496" homo_lumo_gap_ev="4.8 / 5.6" e_above_lowest_kj_mol=73.71
Pb 0.54097 1.22891 -0.07334 -0.2 0.0 0.3
O -4.99876 0.81358 -2.24374 0.0 -0.1 0.0
C -4.45934 -0.40551 -2.26247 -0.2 0.1 0.0
C -5.29743 -1.43856 -2.69838 0.0 0.0 0.0
C -4.84725 -2.73387 -2.73266 0.0 0.1 0.0
C -3.53882 -3.06010 -2.33290 0.1 0.0 0.0
C -2.70323 -2.06162 -1.92566 0.0 -0.1 0.0
C -3.12727 -0.71021 -1.89058 0.2 0.0 0.1
C -2.16418 0.25735 -1.44450 -0.1 0.3 0.1
O -0.95968 -0.03292 -1.24764 0.1 -0.1 -0.1
N -2.63528 1.55720 -1.21671 -0.1 -0.2 0.0
N -1.76226 2.34044 -0.63976 0.0 -0.1 0.0
C -2.18899 3.58754 -0.42765 0.1 0.0 -0.1
S -1.13927 4.67276 0.38073 0.0 0.0 0.0
C -2.11534 6.15189 -0.03772 0.0 0.0 0.0
C -3.57400 5.74272 -0.04730 0.0 0.0 0.0
S -3.71884 4.15790 -0.93301 0.0 0.1 0.0
H -4.35864 1.44938 -1.87745 0.0 0.0 0.0
H -6.30470 -1.17861 -2.99238 0.0 0.0 0.0
H -5.51519 -3.51822 -3.06372 0.0 0.0 0.0
H -3.21480 -4.09094 -2.33722 0.0 0.0 0.0
H -1.70112 -2.27966 -1.58190 0.0 0.0 0.0
H -1.78366 6.51316 -1.01013 0.0 0.0 0.0
H -1.91574 6.90925 0.71791 0.0 0.0 0.0
H -4.19071 6.47169 -0.56991 0.0 0.0 0.0
H -3.96310 5.59843 0.95994 0.0 0.0 0.0
C 4.12668 0.30673 -0.94725 0.0 0.0 -0.1
P 2.57950 -0.24112 -1.68954 0.1 -0.2 0.0
C 2.36523 0.36395 -3.34202 0.1 -0.1 0.0
C 2.31314 1.74657 -3.55176 0.0 0.0 0.0
C 2.21702 2.24062 -4.83791 0.0 0.0 0.0
C 2.16065 1.36189 -5.91521 0.0 0.0 0.0
C 2.20258 -0.01098 -5.70910 0.0 0.0 0.0
C 2.30253 -0.51900 -4.42509 0.0 0.0 0.0
C 2.32523 -1.97422 -1.52170 0.1 0.0 0.0
C 3.27238 -2.77400 -0.86757 0.0 0.0 0.0
C 3.05860 -4.13512 -0.76252 0.0 0.0 0.0
C 1.89561 -4.69663 -1.27634 0.0 0.0 0.0
C 0.93836 -3.90082 -1.90064 0.0 0.0 0.0
C 1.14432 -2.54217 -2.02413 0.0 0.0 0.0
H 4.96236 -0.19402 -1.44091 0.0 0.0 0.0
H 4.13620 0.09068 0.12091 0.0 0.0 0.0
H 4.22693 1.38128 -1.10072 0.0 0.0 0.0
H 2.34951 2.43540 -2.71414 0.0 0.0 0.0
H 2.18493 3.30820 -5.00639 0.0 0.0 0.0
H 2.08586 1.75212 -6.92128 0.0 0.0 0.0
H 2.16430 -0.68891 -6.55063 0.0 0.0 0.0
H 2.35343 -1.58834 -4.27151 0.0 0.0 0.0
H 4.18104 -2.34607 -0.46489 0.0 0.0 0.0
H 3.79590 -4.75849 -0.27604 0.0 0.0 0.0
H 1.73074 -5.76227 -1.18793 0.0 0.0 0.0
H 0.03550 -4.34742 -2.29513 0.0 0.0 0.0
H 0.39811 -1.91731 -2.50059 0.0 0.0 0.0
C 1.72637 3.26301 3.02015 0.0 0.0 0.0
C 1.82939 1.94186 3.77313 -0.1 0.0 0.1
C 2.88195 1.03821 3.14078 0.1 0.0 0.0
C 2.16499 2.19254 5.23636 0.0 0.0 0.0
O 0.52702 1.34447 3.74366 0.0 0.2 -0.1
Si -0.06537 -0.03385 3.12319 -0.1 0.0 -0.3
O 0.13188 -0.04582 1.47465 -0.1 0.1 0.0
O -1.63817 -0.13702 3.51517 0.3 0.0 0.1
C -2.80394 0.53264 3.04011 -0.1 -0.1 0.1
C -3.80911 0.51418 4.18239 0.0 0.0 0.0
C -2.47774 1.96801 2.65331 0.0 0.1 -0.1
C -3.33257 -0.25543 1.84870 -0.1 0.0 0.0
O 0.73371 -1.28625 3.75498 0.0 -0.1 0.0
C 0.66137 -2.69479 3.45068 0.1 0.1 0.1
C -0.75516 -3.09717 3.06623 0.0 -0.1 0.0
C 1.10279 -3.41026 4.71616 0.0 -0.1 0.0
C 1.62443 -2.96835 2.30373 0.0 0.0 -0.1
H 2.67649 3.79910 3.03057 0.0 0.0 0.0
H 0.96088 3.89543 3.47032 0.0 0.0 0.0
H 1.45056 3.09379 1.97130 0.0 0.0 0.0
H 3.86249 1.51282 3.20340 0.0 0.0 0.0
H 2.65813 0.84841 2.08396 0.0 0.0 0.0
H 2.92194 0.07748 3.65231 0.0 0.0 0.0
H 3.11989 2.71031 5.33643 0.0 0.0 0.0
H 2.22368 1.24534 5.77192 0.0 0.0 0.0
H 1.38688 2.80010 5.69755 0.0 0.0 0.0
H -3.43287 1.09179 5.02633 0.0 0.0 0.0
H -3.97560 -0.51011 4.51469 0.0 0.0 0.0
H -4.76491 0.93603 3.86696 0.0 0.0 0.0
H -2.02438 2.50226 3.48672 0.0 0.0 0.1
H -3.39312 2.48498 2.35363 0.0 0.0 0.0
H -1.78018 2.00283 1.80946 0.0 -0.1 0.1
H -3.62492 -1.25895 2.16019 0.0 0.0 0.0
H -2.54180 -0.35680 1.10700 0.1 0.0 -0.1
H -4.20055 0.23448 1.39951 0.0 0.0 0.0
H -1.45535 -2.85311 3.86419 0.0 0.0 0.0
H -0.79401 -4.17371 2.89086 0.0 0.0 0.0
H -1.07270 -2.58949 2.15121 0.0 0.0 0.0
H 0.41228 -3.19613 5.53138 0.0 0.0 0.0
H 2.09820 -3.07865 5.01213 0.0 0.0 0.0
H 1.12891 -4.48959 4.55935 0.0 0.0 0.0
H 1.30442 -2.41834 1.41486 0.0 0.0 0.0
H 1.64144 -4.03368 2.06702 0.0 0.0 0.0
H 2.63634 -2.65882 2.57354 0.0 0.0 0.0

# 2
81
Properties=species:S:1:pos:R:3:forces:R:3 method="wB97M-V/def2-TZVPD" fmax_ha_per_bohr=0.031 total_charge=-2 energy_ha=-4388.125154 homo_ha=-0.056 homo_lumo_gap_ev=5.9 e_above_lowest_kj_mol=66.57
Sr -0.22158 0.06089 -0.21767 -1.4 0.8 0.3
O 1.77540 0.08445 -4.22701 0.0 0.1 -0.1
C 1.39680 0.12050 -3.05933 0.3 0.0 0.3
O 0.20544 0.11369 -2.60795 0.2 0.0 -0.1
C 2.49819 0.16625 -1.96317 0.1 -0.2 0.1
C 3.82343 0.50084 -2.19369 -0.1 0.1 -0.2
C 4.70106 0.49139 -1.11950 0.1 0.0 0.0
C 4.26309 0.14727 0.15007 0.0 0.1 0.2
C 2.92455 -0.16870 0.31938 0.1 -0.4 -0.3
N 2.11223 -0.17455 -0.73605 0.2 -0.1 0.0
C 2.29666 -0.61370 1.67167 0.2 0.1 -0.4
O 3.07261 -0.88115 2.58374 0.0 0.1 0.1
O 1.02269 -0.67480 1.67052 0.3 0.0 0.1
H 4.13307 0.77280 -3.19314 0.0 0.0 0.0
H 5.74050 0.75787 -1.27449 0.0 0.0 0.0
H 4.91715 0.13740 1.01089 0.0 0.0 0.0
C -1.28716 3.90891 1.54188 0.0 0.0 0.1
N -1.51181 2.45650 1.53674 0.0 -0.3 -0.3
C -2.94242 2.20644 1.35130 0.0 0.0 0.1
N -3.75674 2.82399 2.40747 0.0 0.0 0.0
C -3.48009 4.26201 2.40157 0.0 0.0 0.0
N -2.06619 4.56871 2.60252 0.0 0.0 0.0
C -1.65422 3.98519 3.88248 0.0 0.0 0.0
N -1.87400 2.53706 3.93746 0.0 0.0 0.0
C -1.10581 1.92361 2.84477 0.0 0.1 0.0
C -3.29534 2.28248 3.69197 0.0 0.0 0.0
H -1.57714 4.31767 0.57198 0.0 0.0 0.0
H -0.22353 4.09878 1.67895 0.0 0.0 0.0
H -3.11527 1.12845 1.35110 0.0 0.0 0.0
H -3.25247 2.60721 0.38273 0.0 0.0 0.0
H -4.06298 4.73391 3.19899 0.0 0.0 0.0
H -3.79840 4.67717 1.44174 0.0 0.0 0.0
H -2.22709 4.45733 4.68676 0.0 0.0 0.0
H -0.59239 4.18752 4.03470 0.0 0.0 0.0
H -1.25898 0.84248 2.86223 0.0 0.0 0.0
H -0.04219 2.12501 2.98409 0.0 0.0 0.0
H -3.88040 2.74129 4.49458 0.0 0.0 0.0
H -3.46881 1.20417 3.69967 0.0 0.0 0.0
C -2.13914 -3.51868 -0.18149 0.0 0.0 0.0
Si -2.98032 -1.77946 -0.08211 0.0 0.0 0.0
C -4.13947 -2.02934 1.49604 0.0 -0.1 0.0
C -5.25807 -0.98912 1.58580 0.0 0.0 0.0
C -3.21949 -1.84359 2.70912 0.0 0.0 0.0
C -4.78382 -3.41216 1.62568 0.0 -0.1 0.0
C -4.08045 -1.79973 -1.71069 0.0 0.0 0.0
C -4.91849 -0.52444 -1.83203 0.0 0.1 0.0
C -5.00757 -3.00456 -1.87484 -0.1 0.0 0.0
C -3.09327 -1.79656 -2.88585 0.0 -0.1 0.0
H -2.83145 -4.36776 -0.21371 0.0 0.0 0.0
H -1.47370 -3.66522 0.67531 0.0 0.0 0.0
H -1.50474 -3.58129 -1.07037 0.0 0.0 0.0
H -4.91378 0.02728 1.37946 0.0 0.0 0.0
H -5.70012 -0.98697 2.59345 0.0 0.0 0.0
H -6.06390 -1.20956 0.88111 0.0 0.0 0.0
H -2.77269 -0.84673 2.72382 0.0 0.0 0.0
H -2.39192 -2.55770 2.71250 0.0 0.0 0.0
H -3.78041 -1.97710 3.64623 0.0 0.0 0.0
H -5.47052 -3.63166 0.80579 0.0 0.0 0.0
H -5.35801 -3.47822 2.56292 0.0 0.0 0.0
H -4.03568 -4.20741 1.64733 0.0 0.0 0.0
H -5.68509 -0.44715 -1.05913 0.0 0.0 0.0
H -5.42876 -0.49180 -2.80637 0.0 0.0 0.0
H -4.28921 0.36784 -1.76146 0.0 0.0 0.0
H -5.86517 -2.94820 -1.19850 0.0 0.0 0.0
H -4.49380 -3.95013 -1.68452 0.0 0.0 0.0
H -5.40808 -3.05025 -2.89921 0.0 0.0 0.0
H -2.40423 -0.94849 -2.85993 0.0 0.0 0.0
H -3.64265 -1.75041 -3.83729 0.0 0.0 0.0
H -2.48026 -2.70077 -2.90899 0.0 0.0 0.0
Se 1.98821 3.49032 0.22456 0.1 0.0 -0.1
C 2.87986 3.99032 1.82634 -0.1 -0.1 0.1
C 3.38420 5.28380 2.02594 0.0 0.1 -0.1
C 4.01520 5.64926 3.20530 0.0 0.0 0.0
C 4.17317 4.73458 4.24066 0.0 0.0 0.0
C 3.68936 3.44263 4.06160 0.0 0.0 0.0
C 3.05916 3.07973 2.88138 -0.1 -0.1 -0.1
H 3.26715 6.00804 1.22803 0.0 0.0 0.0
H 4.38564 6.66347 3.31892 0.0 0.0 0.0
H 4.65992 5.02169 5.16564 0.0 0.0 0.0
H 3.80201 2.70428 4.84805 0.0 0.0 0.0
H 2.69567 2.06518 2.75809 0.0 0.0 0.0